13
Properties=species:S:1:pos:R:3 method="wB97M-V/def2-TZVPD" e_above_lowest_kcal_mol=58.0 smiles="O=CCC#CCO" e_tot_ha=-344.5096 orbital_gap_ev=10.627 fmax_ev_per_a=0.6
O -0.4916 0.5198 -2.8434
C 0.2707 0.8527 -1.9744
C 1.3623 -0.0517 -1.4110
C 0.8406 -0.3487 -0.0757
C 0.1844 -0.3241 0.9367
C -0.7406 -0.2612 2.0758
O -2.0899 -0.3292 1.6625
H 0.1778 1.8238 -1.4458
H 1.4746 -0.9320 -2.0490
H 2.3191 0.4801 -1.3445
H -0.4977 -1.0389 2.8129
H -0.6263 0.7089 2.5690
H -2.1833 -1.0994 1.0870



14
Properties=species:S:1:pos:R:3 method="wB97M-V/def2-TZVPD" e_above_lowest_kcal_mol=149.6 e_tot_ha=-303.6536 orbital_gap_ev=7.830 fmax_ev_per_a=7.1
C -0.4289 -0.3718 1.7840
C -0.1191 -0.3364 0.3090
C 0.5326 0.9543 -0.2470
H 0.5330 -0.5397 2.3667
H -1.0146 -1.2822 1.9152
H -0.9867 0.5696 2.0903
H -0.3400 1.5863 -0.7154
H 1.1700 0.5845 -1.2244
H 1.1000 2.7945 -0.2232
H -0.7899 -2.2041 -2.1132
H -0.4713 -0.5694 -2.3107
N -0.4785 -1.3093 -0.4270
N -0.2176 -1.4519 -1.8399
O 1.5109 1.5757 0.6358



78
Properties=species:S:1:pos:R:3 method="wB97M-V/def2-TZVPD" e_tot_ha=-3882.6271 charge=+2 orbital_gap_ev="4.200 / 4.201" fmax_ev_per_a=4.5
C -0.4836 -1.1145 0.3108
C 0.8248 -1.4324 -0.1988
C 1.7916 -0.8458 0.6803
H 1.0514 -2.0411 -1.0818
C 1.0954 -0.1416 1.7180
C -0.3107 -0.3082 1.4928
H -1.1088 0.0621 2.1446
H -1.4325 -1.4555 -0.1023
H 2.8756 -0.9752 0.6290
H 1.5735 0.3764 2.5517
Ce 0.5179 1.0804 -0.4247
Si 3.7969 2.1574 -0.9661
C 4.0110 1.0152 -2.4568
C 4.2303 1.4877 -3.7549
H 4.2164 2.5691 -3.9388
C 4.5189 0.5811 -4.7752
H 4.7188 0.9659 -5.7758
C 4.5498 -0.7993 -4.5509
H 4.7143 -1.4960 -5.3702
C 4.3006 -1.2726 -3.2583
H 4.2919 -2.3463 -3.0513
C 4.0415 -0.3686 -2.2187
H 3.8731 -0.7285 -1.1939
C 4.5954 1.5779 0.7257
C 5.4658 0.4553 0.7754
H 5.9110 0.0549 -0.1460
C 5.8102 -0.1118 2.0096
H 6.5252 -0.9406 2.0302
C 5.2251 0.3401 3.1987
H 5.4892 -0.1221 4.1597
C 4.2555 1.3551 3.1364
H 3.7483 1.6708 4.0470
C 3.9172 1.9543 1.9232
H 3.1386 2.7310 1.8758
H 2.6562 1.2535 -0.4685
Si 6.1147 2.5185 -0.7738
C 7.1712 3.2651 0.5397
C 8.5448 2.9489 0.4892
H 9.0195 2.7108 -0.4667
C 9.2444 2.8266 1.6870
H 10.2690 2.4778 1.6745
C 8.6184 3.0930 2.9101
H 9.1440 2.9262 3.8481
C 7.3018 3.5635 2.9331
H 6.8063 3.7648 3.8794
C 6.6040 3.7315 1.7441
H 5.5841 4.1159 1.7524
C 7.1647 2.2310 -2.3050
C 7.6385 0.9225 -2.4717
H 7.3812 0.1568 -1.7367
C 8.3705 0.5814 -3.6149
H 8.6837 -0.4526 -3.7348
C 8.6411 1.5365 -4.5999
H 9.1961 1.2446 -5.4963
C 8.1771 2.8439 -4.4435
H 8.3730 3.5838 -5.2278
C 7.4382 3.2004 -3.3028
H 7.0340 4.2200 -3.2048
H 4.0649 3.4854 -1.3683
Cl 1.6245 3.5866 -0.8211
N -0.7766 -1.0605 -3.2883
C -1.7008 -0.2231 -2.7878
N -1.4908 0.6970 -1.8424
C -2.6965 1.3437 -1.4721
C -3.7903 0.9270 -2.2127
S -3.3838 -0.3069 -3.3490
C -2.6832 2.1611 -0.2981
C -3.7493 2.7311 0.3735
S -3.2978 3.3670 1.9191
C -1.6392 2.8530 1.6125
N -1.4681 2.2753 0.4233
N -0.6820 3.0134 2.5482
H -1.0881 -1.7280 -3.9822
H 0.1895 -1.0493 -2.9917
H -4.7859 1.3162 -2.0488
H -4.7575 2.7251 -0.0224
H -0.9628 3.4537 3.4127
H 0.2842 2.7637 2.3873